119
Properties=species:S:1:pos:R:3:forces:R:3 method="wB97M-V/def2-TZVPD" s2=8.77 molar_mass_g_mol=1094.100 charge=+2 multiplicity=6 homo_lumo_gap_ev="7.5 / 7.4"
Ru -1.67692 0.54553 -0.81130 0.851 -0.423 0.091
N -1.59131 -0.05850 1.18100 -0.288 0.265 0.199
S -1.02523 0.06837 2.52182 0.075 -0.302 0.004
N 0.47463 -0.53986 2.74821 0.137 0.024 -0.005
S 1.81415 0.16138 2.43660 -0.096 -0.204 0.131
N 2.04642 0.97940 1.14483 0.058 0.210 0.001
S 1.62820 0.49300 -0.34737 -0.048 0.059 -0.059
N 0.32189 0.94419 -0.85354 0.273 -0.005 -0.026
C 1.92986 -1.25939 -0.39479 0.049 -0.076 -0.070
C 0.85447 -2.11510 -0.22155 -0.105 -0.087 0.055
C 1.07409 -3.48650 -0.23229 0.000 0.036 -0.036
C 2.35570 -3.97909 -0.41777 0.018 0.019 -0.049
C 3.43011 -3.11005 -0.58289 -0.088 0.021 -0.030
C 3.22637 -1.74172 -0.56905 -0.101 -0.007 -0.116
C 2.93426 1.17983 -1.30917 0.061 0.024 -0.118
C 4.00380 1.87881 -0.77445 0.022 -0.027 -0.073
C 4.94925 2.40777 -1.64480 -0.025 -0.026 0.054
C 4.81927 2.22347 -3.01197 0.013 -0.005 -0.036
C 3.73945 1.51857 -3.53145 -0.027 -0.024 0.069
C 2.78180 0.99436 -2.68045 0.085 0.128 -0.026
C 2.27109 1.29651 3.70549 0.061 -0.021 0.107
C 2.35499 0.76621 4.99093 0.034 0.114 -0.024
C 2.70630 1.60672 6.03065 -0.017 0.005 -0.027
C 2.96413 2.95025 5.77894 0.007 -0.018 0.022
C 2.87571 3.45854 4.49333 -0.032 -0.032 -0.069
C 2.52825 2.62977 3.43369 -0.026 0.002 0.108
C 2.97110 -1.16363 2.56670 0.149 -0.028 0.080
C 2.55665 -2.47154 2.76064 0.148 0.037 0.008
C 3.53008 -3.46164 2.81932 -0.046 0.089 0.028
C 4.86994 -3.13468 2.68956 0.025 -0.001 0.013
C 5.26431 -1.81515 2.49429 -0.045 0.029 0.022
C 4.31229 -0.81467 2.42922 -0.022 -0.144 0.052
C -0.96446 1.73655 3.13501 -0.042 0.169 0.020
C -0.76236 2.71620 2.16902 0.034 -0.020 -0.101
C -0.70086 4.04489 2.55981 0.045 -0.017 -0.038
C -0.83268 4.38430 3.89734 -0.009 -0.063 0.046
C -1.03202 3.39638 4.85373 0.004 0.015 -0.035
C -1.10469 2.06363 4.48028 0.039 0.045 -0.103
C -1.86351 -0.90336 3.74004 -0.063 -0.081 0.112
C -1.28485 -1.23103 4.96412 -0.058 0.048 -0.038
C -2.00562 -2.00220 5.85800 -0.020 -0.003 -0.033
C -3.27521 -2.45939 5.51807 0.061 0.004 0.030
C -3.82180 -2.15654 4.28352 0.011 0.027 -0.068
C -3.11770 -1.37049 3.37967 0.046 0.038 0.077
H -0.15029 -1.74865 -0.06983 -0.032 0.092 -0.016
H 0.23184 -4.15351 -0.10880 -0.039 -0.017 -0.004
H 2.52266 -5.04686 -0.44426 0.010 -0.047 0.007
H 4.42549 -3.49970 -0.73689 0.064 -0.021 0.005
H 4.05789 -1.06778 -0.71517 0.040 0.057 0.007
H 4.09512 2.01679 0.29195 -0.020 -0.006 0.061
H 5.78722 2.96523 -1.25166 0.025 0.012 0.021
H 5.56337 2.63325 -3.68090 0.010 0.017 -0.011
H 3.64159 1.38736 -4.59974 0.001 -0.015 -0.043
H 1.91701 0.46888 -3.06820 -0.035 -0.046 0.000
H 2.17546 -0.28461 5.17212 -0.028 -0.076 -0.015
H 2.79162 1.21499 7.03389 -0.004 -0.013 0.032
H 3.24573 3.60156 6.59413 0.007 0.024 0.030
H 3.08238 4.50254 4.30765 0.003 0.043 -0.014
H 2.45104 3.00849 2.42711 -0.001 0.013 -0.083
H 1.50851 -2.70948 2.84649 -0.083 0.009 0.032
H 3.23438 -4.48986 2.96750 -0.025 -0.051 0.006
H 5.61865 -3.91262 2.74302 0.024 -0.027 0.004
H 6.31179 -1.56892 2.39929 0.042 0.015 -0.004
H 4.60713 0.21502 2.28100 -0.001 0.080 -0.006
H -0.64924 2.44393 1.12311 -0.020 0.044 0.194
H -0.55383 4.81485 1.81511 0.004 0.020 -0.024
H -0.79098 5.42124 4.19718 0.001 0.059 0.020
H -1.14938 3.66409 5.89379 0.001 0.012 0.047
H -1.28538 1.30781 5.22706 -0.019 -0.099 0.050
H -0.28657 -0.90168 5.20782 0.089 0.040 0.009
H -1.57336 -2.26484 6.81304 0.017 0.001 0.025
H -3.82618 -3.07628 6.21329 -0.020 -0.019 0.038
H -4.78692 -2.55703 4.00771 -0.032 0.005 -0.026
H -3.48968 -1.19283 2.38114 0.008 0.062 0.103
F -4.25709 -2.61898 -1.49866 -0.282 -0.103 -0.318
B -3.25843 -2.54070 -0.55940 0.074 0.074 0.055
F -3.74874 -1.97473 0.61566 -0.331 0.088 0.097
F -2.57939 -3.70121 -0.33748 0.105 -0.322 0.051
F -2.26741 -1.58222 -1.08633 0.114 0.003 -0.168
C -1.14610 2.03353 -6.25013 0.065 0.001 -0.068
N -0.81459 1.58666 -4.90367 -0.177 0.029 -0.185
C -0.13913 2.59166 -4.10022 0.081 -0.045 0.208
P -1.21205 0.11805 -4.31397 -0.005 -0.228 0.265
O -1.61017 0.21897 -2.85987 0.063 0.135 -0.494
N 0.07204 -0.89929 -4.44480 0.139 0.201 0.045
C 0.10884 -2.15408 -3.70654 -0.041 -0.043 0.070
C 1.04864 -0.81172 -5.51717 0.008 -0.038 -0.091
N -2.43999 -0.46314 -5.20580 -0.120 -0.084 -0.170
C -3.75946 0.14190 -5.08302 0.010 0.136 0.045
C -2.40334 -1.66781 -6.01938 -0.006 0.009 -0.067
H -1.85616 2.86241 -6.21688 -0.006 0.034 0.019
H -1.58292 1.22780 -6.83178 -0.025 -0.055 0.004
H -0.24504 2.37692 -6.76404 0.012 0.012 -0.010
H -0.73433 3.50662 -4.08034 -0.016 0.031 0.049
H 0.84136 2.83433 -4.51975 0.010 -0.011 -0.035
H 0.00106 2.23705 -3.07805 -0.025 0.030 -0.060
H -0.63291 -2.14711 -2.91006 0.000 -0.009 0.012
H 1.10055 -2.29041 -3.26517 -0.011 -0.008 0.021
H -0.09095 -3.00401 -4.36587 0.010 -0.025 0.008
H 0.92893 0.11272 -6.07551 -0.009 0.066 -0.007
H 0.94830 -1.65035 -6.21273 -0.012 0.004 -0.025
H 2.06438 -0.84309 -5.11187 -0.010 -0.020 0.038
H -3.73550 0.97010 -4.37402 -0.004 -0.054 -0.041
H -4.47101 -0.59960 -4.71414 -0.031 -0.018 0.019
H -4.10957 0.50923 -6.05041 0.005 -0.010 -0.029
H -1.39473 -2.06130 -6.08602 0.066 -0.008 0.003
H -2.74916 -1.44759 -7.03222 -0.007 0.000 -0.003
H -3.04990 -2.43967 -5.59576 -0.008 -0.001 0.020
S -2.98189 2.56571 -0.83047 -0.388 -0.189 0.123
C -4.18597 1.29935 -0.73104 -0.504 0.571 0.076
N -4.74217 1.03676 0.48974 0.129 0.078 0.065
C -5.81529 0.24518 0.63866 0.016 -0.150 -0.151
C -6.35246 -0.35184 -0.46950 0.032 -0.053 0.252
C -5.68174 -0.15045 -1.67093 0.226 0.144 -0.064
N -4.64849 0.67882 -1.80594 -0.158 -0.110 0.027
H -4.29224 1.44911 1.30196 -0.065 0.021 -0.116
H -6.18365 0.10620 1.64463 -0.012 0.010 0.004
H -7.20768 -1.00331 -0.39313 -0.014 -0.011 -0.013
H -5.99081 -0.66795 -2.56749 -0.037 -0.039 -0.056